1.
Molecular formula: C4H7N2
Method: DFT, wB97M-V/def2-TZVPD

Geometry (Å):
C1 1.55810 0.66001 -0.20529
C2 0.30878 1.46488 0.06261
C3 0.17704 -1.07150 0.46835
C4 1.41510 -0.78109 -0.28337
N1 2.54408 0.07496 0.30376
N2 -0.64949 0.28475 0.35201
H1 0.31309 1.90773 1.05135
H2 0.15352 1.96395 -0.87513
H3 -0.37146 -1.83550 0.10892
H4 0.51269 -1.40033 1.39875
H5 2.14063 -1.04491 -2.43415
H6 -1.18306 0.39464 1.16190
H7 -1.26893 0.32379 -0.40717

Cartesian forces, eV/Å:
-1.16 -1.65 0.74
1.63 -1.67 1.01
1.69 2.07 -1.44
1.02 1.97 -2.31
0.40 -0.08 0.58
2.47 -0.67 -0.55
0.44 1.38 -0.53
-1.18 0.83 0.15
-2.11 -2.34 -1.60
-0.18 0.54 2.49
-0.57 -0.11 1.08
-1.08 0.68 1.84
-1.36 -0.94 -1.48

Output
HOMO (alpha / beta), Ha: -0.520 / -0.500
Net charge: +1
Energy above the lowest of the compared OMol25 structures with the same formula, charge and spin, kJ/mol: 937.0
Frontier orbital gap (alpha / beta), eV: 9.30 / 9.35

***

2.
Molecular formula: C4H7N2
Method: DFT, wB97M-V/def2-TZVPD

Geometry (Å):
C1 0.72100 0.09901 0.70924
C2 1.79775 -0.27771 1.28695
C3 -0.64939 0.63900 0.60519
C4 -1.02960 0.03425 -0.75114
N1 0.86104 -0.80476 -2.08817
N2 0.29938 -0.38126 -1.13481
H1 2.61454 -0.75243 0.76692
H2 1.96006 -0.13132 2.34857
H3 -1.25400 0.30599 1.45080
H4 -0.64318 1.72802 0.59075
H5 -1.65898 -0.85304 -0.63879
H6 -1.51661 0.70121 -1.47213
H7 0.34419 -0.95459 -2.96946

Cartesian forces, eV/Å:
-0.64 -0.68 -2.67
0.70 -0.19 0.44
-0.37 0.26 0.30
-1.63 0.28 0.01
1.07 -0.54 -0.94
1.43 0.62 2.95
0.02 -0.13 -0.30
-0.19 0.20 0.12
-0.11 0.03 -0.13
0.01 0.03 -0.02
0.10 -0.03 -0.07
0.20 -0.06 0.10
-0.58 0.22 0.19

Output
HOMO, Ha: -0.556
Net charge: +1
Energy above the lowest of the compared OMol25 structures with the same formula, charge and spin, kJ/mol: 490.3
Frontier orbital gap, eV: 10.16

***

3.
Molecular formula: C4H7N2
Method: DFT, wB97M-V/def2-TZVPD

Geometry (Å):
C1 -1.74415 0.12522 0.34145
N1 -0.30531 -0.03820 0.11095
C2 0.57855 -0.74520 0.75786
C3 1.95586 -0.44451 0.23063
N2 1.78645 0.43694 -0.70261
C4 0.46238 0.70333 -0.95760
H1 -2.06188 -0.73590 -0.13716
H2 -1.95152 0.05754 1.38168
H3 -2.30198 0.99029 -0.13339
H4 0.37753 -1.37344 1.66904
H5 2.83319 -0.93177 0.40742
H6 0.18824 0.12865 -1.81238
H7 0.18264 1.82704 -1.15588

Cartesian forces, eV/Å:
-0.03 0.71 -0.62
1.93 1.41 0.71
0.00 0.08 1.19
-4.78 2.08 -1.92
2.31 -0.80 0.20
-1.48 1.62 0.73
-1.69 -1.71 -0.72
-0.14 0.08 0.82
1.54 -0.69 0.51
-0.19 0.61 -1.27
2.27 -1.01 0.89
-0.15 -0.17 -1.37
0.41 -2.20 0.85

Output
HOMO, Ha: -0.581
Net charge: +1
Energy above the lowest of the compared OMol25 structures with the same formula, charge and spin, kJ/mol: 259.2
Frontier orbital gap, eV: 10.17

***

4.
Molecular formula: C4H7N2
Method: DFT, wB97M-V/def2-TZVPD

Geometry (Å):
C1 1.30094 1.87838 -1.22585
N1 0.93582 1.51522 -0.17731
C2 0.42351 0.57538 0.64409
C3 -1.04327 0.25364 0.53101
C4 -0.29125 -0.69446 -0.27874
N2 -0.20729 -2.03151 0.10052
H1 1.58750 2.62481 -2.06283
H2 0.86693 0.33434 1.52272
H3 -1.48656 -0.17190 1.48092
H4 -1.61399 1.12081 0.21354
H5 -0.40517 -0.56439 -1.32777
H6 0.46324 -2.74107 -0.43722
H7 -0.53042 -2.09925 1.01691

Cartesian forces, eV/Å:
0.23 2.25 0.09
0.90 -0.15 -2.76
-1.72 -1.02 -1.98
-1.00 0.16 2.17
-0.71 -0.83 0.45
1.97 0.22 -3.11
-0.58 -1.61 1.71
1.82 -0.44 2.20
0.63 0.64 -1.00
-0.32 -0.59 -0.72
0.96 0.62 -0.90
-2.12 2.30 2.21
-0.07 -1.54 1.64

Output
HOMO (alpha / beta), Ha: -0.483 / -0.483
Net charge: +1
Energy above the lowest of the compared OMol25 structures with the same formula, charge and spin, kJ/mol: 464.8
Frontier orbital gap (alpha / beta), eV: 8.15 / 8.15

***

5.
Molecular formula: C4H7N2
Method: DFT, wB97M-V/def2-TZVPD

Geometry (Å):
C1 -1.68661 0.63117 2.45169
N1 -1.17536 0.47415 1.41998
N2 -0.63948 0.75646 0.37370
C2 0.13046 0.08980 -0.37518
C3 0.70755 -1.18137 0.02970
C4 0.47947 0.78364 -1.63221
H1 -2.25391 0.20570 3.32287
H2 0.05835 -1.71550 0.70745
H3 0.83925 -1.76764 -0.83546
H4 1.67292 -1.10953 0.37793
H5 1.21630 1.57634 -1.25649
H6 1.01490 0.09760 -2.35850
H7 -0.36384 1.15918 -2.22548

Cartesian forces, eV/Å:
-0.90 -2.02 0.26
-1.59 -0.16 5.28
0.04 2.47 -3.62
0.60 -0.13 -0.66
-2.08 -0.76 -0.65
2.06 -0.46 -1.00
0.87 1.02 -0.95
0.05 -0.13 0.43
-0.05 -0.94 -1.18
2.24 0.59 1.26
-1.05 -0.63 -1.06
-0.31 0.76 1.11
0.12 0.39 0.78

Output
HOMO, Ha: -0.565
Net charge: +1
Energy above the lowest of the compared OMol25 structures with the same formula, charge and spin, kJ/mol: 446.9
Frontier orbital gap, eV: 9.86

***

6.
Molecular formula: C4H7N2
Method: DFT, wB97M-V/def2-TZVPD

Geometry (Å):
C1 -1.69146 1.00828 0.02510
C2 -0.83678 -0.28912 -0.00092
C3 -1.14609 -1.65083 0.09263
C4 2.74217 0.89188 -0.18513
N1 -0.62903 1.69311 0.23310
N2 0.16495 0.48781 0.03267
H1 -2.80452 1.14430 0.18846
H2 -0.46103 -2.32471 0.59675
H3 -1.43086 -1.96118 -0.90911
H4 -2.11028 -1.60099 0.60666
H5 2.82533 1.68076 0.38058
H6 2.20908 1.04916 -1.19111
H7 3.16853 -0.12846 0.13031

Cartesian forces, eV/Å:
-1.49 -0.25 1.13
0.26 2.01 -0.29
-1.17 -1.36 0.11
-2.87 -5.86 -4.20
-1.79 1.33 -0.57
4.05 -0.93 0.28
1.52 0.54 -0.41
0.19 0.11 -0.21
0.08 -0.51 -0.28
-0.02 -0.64 0.27
0.52 4.25 3.35
1.45 -0.46 1.49
-0.73 1.79 -0.67

Output
HOMO (alpha / beta), Ha: -0.519 / -0.519
Net charge: +1
Energy above the lowest of the compared OMol25 structures with the same formula, charge and spin, kJ/mol: 857.0
Frontier orbital gap (alpha / beta), eV: 6.83 / 6.84

***

7.
Molecular formula: C4H7N2
Method: DFT, wB97M-V/def2-TZVPD

Geometry (Å):
C1 -0.43858 0.75800 2.16328
N1 0.26983 -0.17558 1.64708
C2 0.82452 -0.89780 0.85836
N2 0.13314 -1.01968 -0.79280
C3 0.54481 -0.03010 -1.75481
C4 -0.77436 0.00226 -1.14495
H1 0.02597 1.79516 2.24728
H2 -1.46909 0.71366 2.19914
H3 1.44165 -1.73948 0.94270
H4 0.72203 -0.46356 -2.75317
H5 1.22373 0.74240 -1.57033
H6 -0.96235 0.87634 -0.45151
H7 -1.54131 -0.56161 -1.59027

Cartesian forces, eV/Å:
3.43 1.30 -1.95
-1.65 2.39 1.69
-1.79 -1.05 -5.07
3.02 -0.38 4.97
0.28 -1.07 -2.47
-0.57 1.54 1.11
-0.35 -1.59 0.28
-2.12 -0.81 0.86
1.03 -0.86 0.70
-0.29 0.20 0.52
0.89 1.00 0.84
-0.18 -1.13 -0.77
-1.69 0.45 -0.70

Output
HOMO (alpha / beta), Ha: -0.547 / -0.547
Net charge: +1
Energy above the lowest of the compared OMol25 structures with the same formula, charge and spin, kJ/mol: 578.1
Frontier orbital gap (alpha / beta), eV: 8.73 / 8.73

***

8.
Molecular formula: C4H7N2
Method: DFT, wB97M-V/def2-TZVPD

Geometry (Å):
C1 1.09044 -0.55005 1.39285
C2 -0.82564 0.65432 -1.16295
C3 -0.76272 -0.77022 -0.56312
C4 0.19156 0.98474 -0.13788
N1 0.24131 -0.21441 0.33066
N2 1.63978 0.49067 1.80361
H1 1.15956 -1.59623 1.68802
H2 -0.47942 0.75068 -2.19294
H3 -1.77509 1.18134 -1.07841
H4 -1.65759 -1.10391 -0.04053
H5 -0.39196 -1.56211 -1.21165
H6 0.73901 1.86533 0.14829
H7 2.29584 0.41827 2.57316

Cartesian forces, eV/Å:
0.82 -0.06 1.02
-0.40 0.00 -0.48
-0.79 -0.62 -0.59
-0.83 0.09 -1.12
-0.02 0.89 -0.43
0.83 -0.14 1.10
0.01 0.12 0.02
0.07 -0.01 0.04
0.00 0.01 0.10
0.06 0.03 0.04
0.09 0.07 0.05
0.16 -0.01 0.19
0.02 -0.36 0.06

Output
HOMO, Ha: -0.579
Net charge: +1
Energy above the lowest of the compared OMol25 structures with the same formula, charge and spin, kJ/mol: 279.3
Frontier orbital gap, eV: 10.33

***

9.
Molecular formula: C4H7N2O
Method: DFT, wB97M-V/def2-TZVPD

Geometry (Å):
C1 1.67073 0.12473 0.24330
C2 0.54561 -0.45934 -0.13108
C3 -0.39542 0.27387 -1.08182
C4 -0.93769 0.72016 0.20761
N1 2.77650 0.50249 0.40129
N2 -1.96074 0.14052 0.68841
O1 0.25175 -1.79800 0.19487
H1 0.15728 1.01192 -1.82494
H2 -1.09895 -0.50198 -1.70841
H3 -0.69077 1.54842 0.79894
H4 3.43533 1.17464 0.76373
H5 -2.14234 0.23356 1.68613
H6 0.79892 -2.38177 -0.38419
H7 -2.41020 -0.58921 0.14616

Cartesian forces, eV/Å:
2.32 0.20 0.41
-1.24 -1.76 -0.83
0.07 -0.04 -2.60
0.69 0.42 -2.18
-0.44 0.40 -0.53
-2.55 -1.85 1.41
0.68 0.66 -0.38
-1.39 -1.37 1.80
1.81 2.03 1.74
1.42 1.28 0.15
-0.24 -0.27 0.43
-0.40 -0.22 -0.50
-0.61 0.55 0.55
-0.12 -0.02 0.54

Output
HOMO, Ha: -0.479
Net charge: +1
Energy above the lowest of the compared OMol25 structures with the same formula, charge and spin, kJ/mol: 335.6
Frontier orbital gap, eV: 9.19

***

10.
Molecular formula: C4H7N2O
Method: DFT, wB97M-V/def2-TZVPD

Geometry (Å):
N1 0.91591 -1.29257 0.70028
C1 0.43395 -0.59332 -0.38334
C2 0.64156 0.86990 -0.37595
N2 0.77668 1.58352 0.73492
C3 -1.06518 -0.40294 -0.90056
C4 -2.16487 -0.24732 -0.19708
O1 -3.18851 -0.35658 0.34016
H1 0.48960 -1.07276 1.64125
H2 0.89056 -2.32363 0.53994
H3 0.90315 -1.08428 -1.31953
H4 0.97494 1.44463 -1.20529
H5 0.66457 1.31067 1.69618
H6 1.03281 2.57184 0.70535
H7 -1.30515 -0.40716 -1.97633

Cartesian forces, eV/Å:
-0.85 -1.57 2.69
-0.34 0.48 -3.72
1.54 0.27 2.67
-0.16 0.36 -0.85
0.74 0.23 -0.48
-2.08 -1.30 1.15
1.50 0.86 -0.49
0.57 -0.52 -1.51
0.02 1.28 0.39
-0.53 1.23 1.35
-0.48 0.00 -1.20
-0.12 -0.89 0.04
-0.29 -0.35 -0.52
0.47 -0.08 0.48

Output
HOMO, Ha: -0.506
Net charge: +1
Energy above the lowest of the compared OMol25 structures with the same formula, charge and spin, kJ/mol: 245.7
Frontier orbital gap, eV: 8.97